Below is C7H15NO in the gas phase, with properties calculated with ωB97M-V/def2-TZVPD.

Geometry as XYZ:
```
24
Properties=species:S:1:pos:R:3:forces:R:3
C 0.465342 -0.579876 -1.825261 2.6 -0.5 1.5
C -2.305780 -0.718812 -0.467447 0.3 -0.1 -1.0
C -1.207145 0.317720 -0.388714 -1.4 1.2 3.1
O -1.341720 1.448408 -0.819387 0.3 -1.0 -0.2
H -2.818220 -0.609285 -1.420647 -0.2 0.0 0.0
H 1.399677 -0.772618 -2.349792 0.2 -0.4 -0.1
H -0.097090 -1.509579 -1.841879 -0.3 0.2 -0.1
H 0.051275 0.224317 -2.428044 -0.4 0.2 0.7
H -3.012400 -0.527013 0.340794 0.0 0.1 0.0
H -1.921070 -1.725886 -0.347249 0.0 0.0 0.0
C 0.054078 1.255900 1.574979 0.1 -0.1 -0.2
C 2.144662 0.739339 -0.343150 0.0 -0.1 0.2
C -0.094224 0.008891 0.697218 -0.8 0.6 -1.0
N -0.419048 -1.191556 1.461304 -0.1 0.0 -0.1
C 1.067184 -0.313525 -0.234628 -0.8 -0.2 -3.0
H 0.347577 -1.410308 2.089693 -0.1 0.0 0.0
H -1.245723 -1.033246 2.028090 0.1 0.0 0.1
H 1.458048 -1.301414 0.011208 0.2 0.1 0.1
H -0.869544 1.403839 2.136442 0.1 0.0 0.1
H 0.205913 2.149177 0.976997 0.0 0.0 -0.1
H 0.894750 1.148152 2.259181 0.0 0.0 0.1
H 2.927283 0.405815 -1.022015 0.0 0.1 -0.1
H 1.703685 1.666911 -0.710874 0.2 0.1 0.0
H 2.612490 0.924650 0.623182 0.0 0.1 0.0
```
Positions in Å, forces in eV/Å.

**HOMO**: -8.96 eV
**SMILES**: CC(=O)[C@@](C)(N)C(C)C
**Molar mass**: 129.2 g/mol
**Charge**: 0

These are the Mulliken partial charges, in e, on atoms 1 to 2:
1. C -1.478
2. C -1.569